Entry from the OMol25 dataset: a molecular structure, C17H33AlBrI2LaO2S (wB97M-V/def2-TZVPD).

Structure (XYZ):
```
58
Properties=species:S:1:pos:R:3:forces:R:3
C 2.967835 2.070119 0.684264 -0.5408 0.2415 0.5875
C 1.674217 2.018160 -0.129538 0.8584 -0.3116 0.1285
C 1.603351 1.056699 -1.316992 -0.2235 0.4194 -0.3766
C 2.847740 1.022595 -2.218519 -0.0042 -0.2886 0.0351
C 4.015229 0.157268 -1.720192 -0.0651 -0.1678 -0.1290
C 3.620046 -1.284658 -1.326518 0.5228 0.0995 0.2765
C 3.850476 -1.616230 0.171078 -0.5637 -0.3104 -0.1917
C 2.720268 -2.473983 0.766997 0.2330 0.7124 -0.1792
C 1.413216 -1.706275 1.108284 -0.0547 -0.6943 0.2175
C 0.600393 -2.455482 2.206016 -0.1240 -0.1272 -0.7337
C -0.780094 -2.882031 1.681778 0.2101 0.4074 0.9086
C -1.747386 -1.702361 1.514453 -0.0633 -0.6150 -1.3839
C -2.012393 -1.258959 0.044252 0.5109 0.7596 1.3158
Al -3.435464 0.153494 -0.119095 -0.4871 -0.4039 -0.3984
Br -4.475094 0.410813 2.006737 0.7225 0.1106 -0.1270
C -2.532909 1.902793 -0.664480 0.5880 0.4793 0.1603
I -2.355443 2.199315 -2.738676 -0.1233 -0.3719 0.5416
C -2.066240 2.887797 0.146144 0.8090 -0.2465 0.4365
C -2.190432 2.767218 1.672988 -1.1324 1.1023 -1.0504
I -1.185805 4.726297 -0.432033 -0.1831 -0.2321 0.3187
S -5.072302 -0.417215 -1.637026 -0.4293 -0.1374 0.0715
C -6.176877 0.985250 -1.830491 0.0685 -0.0085 0.0886
O -5.821284 -1.462063 -0.951188 0.2120 0.1640 0.0368
O -4.479030 -0.732449 -2.926826 0.0941 0.3038 0.1470
H 2.877737 2.843240 1.456379 0.0886 0.0315 -0.0750
H 3.177456 1.134908 1.202839 0.1895 -0.0803 -0.2286
H 3.811078 2.350539 0.062342 0.0344 -0.0633 -0.0773
H 0.885353 1.652703 0.600173 0.5851 0.5456 -0.8218
H 1.395005 3.039541 -0.384302 -0.2607 -0.0953 -0.1365
H 0.757205 1.378831 -1.933369 -0.0238 -0.0701 0.0505
H 1.373495 0.038241 -1.003063 0.0804 -0.0125 0.1617
H 3.177081 2.033582 -2.469342 0.0348 0.0366 0.1211
H 2.519032 0.587942 -3.165765 -0.0448 0.0383 -0.0015
H 4.542806 0.609951 -0.882741 -0.0010 0.1054 0.0049
H 4.745595 0.117011 -2.528679 -0.0115 0.0590 -0.0040
H 4.237740 -1.973242 -1.902210 -0.1288 -0.0566 -0.0724
H 2.589729 -1.515865 -1.606426 -0.0568 0.0936 -0.0482
H 3.975244 -0.707137 0.762354 0.0163 0.0113 0.0342
H 4.773520 -2.182356 0.287548 0.0901 0.1022 -0.0485
H 3.084342 -2.987243 1.655352 -0.0671 -0.0222 0.0460
H 2.446794 -3.211572 0.010864 0.0405 -0.3088 0.2286
H 1.660573 -0.654822 1.365942 0.0881 0.0344 0.0798
H 0.804277 -1.717107 0.203127 0.0259 0.4008 -0.0522
H 0.512855 -1.895020 3.147918 -0.0276 0.0230 0.0402
H 1.140980 -3.368083 2.451319 0.0908 0.0865 0.2117
H -0.638937 -3.384563 0.726745 -0.1325 -0.1034 -0.0191
H -1.213085 -3.579917 2.398429 -0.0169 -0.1341 -0.1515
H -1.305932 -0.850864 2.105101 -0.5309 -1.1016 0.5871
H -2.709483 -1.895908 1.983975 0.0851 0.1450 0.2630
H -2.321878 -2.170183 -0.472287 -0.1803 0.1434 -0.2419
H -1.065805 -0.942655 -0.423870 -0.0209 -0.1805 -0.1925
H -2.104666 1.643117 1.876880 -7.5613 4.1285 0.0341
H -1.317181 3.288854 2.176183 -0.7114 0.0193 0.0207
H -3.147135 3.135796 2.038343 0.0791 -0.1054 0.3324
H -6.795969 1.079469 -0.939870 0.0304 -0.1498 0.0270
H -6.802594 0.806362 -2.703960 0.0545 -0.0443 -0.0493
H -5.588496 1.895496 -1.956644 0.0252 -0.0607 -0.1917
La -0.558685 1.080554 1.954908 7.3027 -4.3001 -0.5314
```
Forces are in eV/Å.

## Properties
2S+1: 1
Total charge: +2
E (eV): -126774.5103